The following is a quantum chemistry calculation of the molecule C29H31N5O3, from the Open Molecules 2025 dataset.

Last column: natural (NBO) charge in e.
Positions of all 68 atoms, in Å:
C -2.280 -0.969 -1.009  -0.63
C -3.734 -0.670 -0.789  -0.02
C -4.639 -0.964 -1.802  -0.20
C -5.990 -0.709 -1.662  -0.21
C -6.460 -0.155 -0.485  -0.21
C -5.570 0.146 0.528  -0.20
C -4.207 -0.095 0.394  -0.01
C -3.293 0.235 1.550  -0.47
C -2.088 1.056 1.174  -0.06
C -0.775 0.667 1.572  0.27
C -0.527 -0.486 2.493  -0.66
N 0.296 1.314 1.189  -0.46
C 0.151 2.402 0.440  0.34
C 1.062 3.319 -0.089  -0.28
C 2.530 3.325 0.075  0.68
O 3.130 4.286 0.525  -0.63
N 3.164 2.185 -0.283  -0.43
C 2.548 1.069 -0.967  -0.23
C 3.619 0.352 -1.793  -0.23
N 4.699 -0.181 -0.977  -0.44
C 4.705 -1.626 -0.807  -0.23
C 3.450 -2.219 -0.207  -0.04
C 3.280 -2.280 1.170  -0.21
C 2.116 -2.776 1.753  -0.25
C 1.133 -3.221 0.905  0.21
C 1.298 -3.184 -0.479  0.30
C 2.440 -2.687 -1.055  -0.28
O 0.184 -3.710 -1.084  -0.49
C -0.631 -4.183 -0.035  0.24
O -0.098 -3.757 1.200  -0.49
C 4.880 0.569 0.256  -0.23
C 4.576 2.039 0.010  -0.23
C 0.257 4.293 -0.687  0.03
N -1.036 4.019 -0.588  -0.31
N -1.109 2.882 0.097  -0.16
C -2.235 2.216 0.447  0.27
C -3.527 2.821 0.019  -0.67
H -2.158 -1.709 -1.797  0.22
H -1.810 -1.341 -0.103  0.20
H -1.745 -0.069 -1.313  0.22
H -4.272 -1.405 -2.718  0.21
H -6.672 -0.947 -2.465  0.21
H -7.514 0.044 -0.356  0.21
H -5.941 0.579 1.447  0.21
H -3.869 0.774 2.307  0.23
H -2.963 -0.702 2.003  0.23
H -0.812 -1.437 2.046  0.23
H -1.089 -0.362 3.417  0.22
H 0.534 -0.518 2.721  0.24
H 2.097 0.372 -0.248  0.21
H 1.758 1.437 -1.627  0.22
H 4.049 1.069 -2.504  0.19
H 3.158 -0.450 -2.368  0.21
H 4.875 -2.063 -1.795  0.20
H 5.566 -1.865 -0.177  0.21
H 4.081 -1.957 1.817  0.22
H 1.996 -2.824 2.823  0.23
H 2.556 -2.688 -2.126  0.22
H -1.651 -3.794 -0.152  0.16
H -0.661 -5.287 -0.061  0.15
H 5.921 0.451 0.574  0.20
H 4.224 0.215 1.065  0.18
H 4.795 2.643 0.894  0.24
H 5.188 2.417 -0.818  0.19
H 0.579 5.178 -1.199  0.22
H -3.349 3.853 -0.271  0.26
H -3.936 2.285 -0.837  0.25
H -4.258 2.778 0.822  0.23

Properties
charge = 0
highest occupied orbital energy = -0.301 Ha
energy above the lowest of the compared OMol25 structures with the same formula, charge and spin = 1.166 eV
Kohn-Sham gap = 0.3219 Eh
SMILES string = Cc1ccccc1Cc1c(C)nc2c(C(=O)N3CCN(Cc4ccc5c(c4)OCO5)CC3)cnn2c1C

---

The following is a quantum chemistry calculation of a cluster of 4 separate species, C25H54ClN2O12P3 in total, from the Open Molecules 2025 dataset.

Last column: Mulliken charge in e.
Positions of all 97 atoms, in Å:
C 5.197 2.408 2.627  -1.30
C 4.531 1.939 1.333  -0.70
C 3.522 2.906 0.726  0.22
Cl 4.201 4.543 0.498  -0.16
C 2.178 3.026 1.475  0.35
C 2.241 3.901 2.659  -0.21
N 2.393 4.669 3.497  -0.45
C 1.535 1.665 1.826  -0.78
C 2.023 1.060 3.067  0.25
N 2.543 0.472 3.904  -0.49
H 5.761 3.328 2.482  0.36
H 5.928 1.657 2.936  0.38
H 4.504 2.526 3.459  0.32
H 5.335 1.831 0.597  0.27
H 4.121 0.936 1.467  0.38
H 3.281 2.544 -0.275  0.31
H 1.481 3.528 0.798  0.42
H 1.627 0.990 0.974  0.37
H 0.464 1.845 1.947  0.42
C -5.199 -0.758 -0.156  -1.10
C -3.922 -1.366 0.394  0.11
O -3.099 -1.941 -0.626  -0.39
P -2.302 -0.975 -1.637  1.07
O -1.250 -0.303 -0.843  -0.66
O -1.466 -2.088 -2.478  -0.37
C -0.042 -2.033 -2.575  -0.22
C 0.617 -2.892 -1.514  -1.20
O -3.461 -0.925 -2.765  -0.34
C -3.447 0.145 -3.738  -0.30
C -2.231 0.096 -4.642  -1.00
H -4.987 0.121 -0.770  0.28
H -5.855 -0.450 0.658  0.42
H -5.724 -1.474 -0.788  0.27
H -3.346 -0.622 0.953  0.16
H -4.172 -2.175 1.079  0.08
H 0.310 -1.003 -2.519  0.30
H 0.221 -2.404 -3.567  0.35
H 0.189 -2.706 -0.529  0.29
H 1.690 -2.697 -1.473  0.35
H 0.468 -3.950 -1.734  0.32
H -3.504 1.106 -3.220  0.31
H -4.357 0.034 -4.324  0.34
H -1.315 0.321 -4.090  0.23
H -2.327 0.830 -5.443  0.43
H -2.114 -0.895 -5.078  0.25
C -5.834 -0.716 8.819  -0.93
C -6.477 -2.026 8.400  -0.33
O -6.392 -2.258 6.990  -0.32
P -4.972 -2.644 6.336  1.03
O -4.634 -3.999 6.818  -0.78
O -5.404 -2.899 4.787  -0.32
C -5.114 -4.134 4.133  -0.12
C -6.284 -5.094 4.220  -1.24
O -4.540 -1.117 6.016  -0.27
C -3.141 -0.813 5.809  -0.31
C -2.577 -1.496 4.580  -1.00
H -4.751 -0.745 8.682  0.22
H -6.036 -0.514 9.872  0.40
H -6.216 0.109 8.218  0.24
H -6.029 -2.867 8.938  0.29
H -7.539 -2.008 8.640  0.32
H -4.209 -4.584 4.540  0.39
H -4.908 -3.896 3.087  0.17
H -6.667 -5.160 5.238  0.30
H -5.989 -6.091 3.891  0.37
H -7.105 -4.750 3.589  0.30
H -2.572 -1.093 6.699  0.31
H -3.076 0.268 5.705  0.34
H -2.528 -2.579 4.716  0.25
H -1.566 -1.141 4.375  0.46
H -3.206 -1.307 3.710  0.21
C 4.423 4.013 -2.882  -0.85
C 5.598 3.058 -2.977  -0.23
O 5.292 1.879 -3.730  -0.22
P 5.132 1.980 -5.330  0.83
O 6.474 2.266 -5.875  -0.83
O 4.898 0.417 -5.715  -0.21
C 5.737 -0.245 -6.663  -0.35
C 6.874 -0.976 -5.979  -1.16
O 3.535 2.262 -5.298  -0.13
C 2.913 2.874 -6.451  -0.35
C 2.981 1.998 -7.686  -1.03
H 4.186 4.448 -3.855  0.34
H 4.649 4.825 -2.195  0.34
H 3.531 3.491 -2.535  0.13
H 6.469 3.557 -3.410  0.28
H 5.875 2.716 -1.980  0.19
H 6.114 0.460 -7.404  0.36
H 5.106 -0.958 -7.196  0.37
H 7.374 -0.339 -5.250  0.30
H 7.610 -1.314 -6.711  0.35
H 6.497 -1.847 -5.441  0.29
H 3.378 3.844 -6.641  0.30
H 1.876 3.055 -6.175  0.36
H 4.007 1.899 -8.047  0.27
H 2.385 2.432 -8.489  0.43
H 2.613 0.995 -7.469  0.24

Properties
charge = 0
highest occupied orbital energy = -0.382 Ha
energy above the lowest of the compared OMol25 structures with the same formula, charge and spin = 0.000 eV
Kohn-Sham gap = 0.3804 Eh
SMILES string = CC[C@H](Cl)[C@H](C#N)CC#N.CCOP(=O)(OCC)OCC.CCOP(=O)(OCC)OCC.CCOP(=O)(OCC)OCC

---

The following is a quantum chemistry calculation of a structure of composition C46H45Cl2CsN2OP2SSi, from the Open Molecules 2025 dataset.

Last column: Mulliken charge in e.
Positions of all 101 atoms, in Å:
Cs 0.221 0.272 -0.705  0.89
O 1.094 0.890 1.893  -0.65
S 0.603 -0.127 2.882  0.64
C 2.018 -0.590 3.892  0.23
C 1.876 -0.793 5.260  -0.58
C 2.977 -1.149 6.024  -0.79
C 4.216 -1.293 5.417  -0.93
C 4.333 -1.148 4.045  0.01
C 3.237 -0.826 3.248  -0.48
P 3.335 -0.954 1.396  0.96
C 4.302 0.512 0.916  0.65
C 4.393 1.643 1.721  -0.31
C 5.027 2.789 1.255  -0.66
C 5.573 2.816 -0.017  -0.49
C 5.481 1.693 -0.831  -0.75
C 4.842 0.555 -0.373  -0.62
C 4.542 -2.324 1.257  0.08
C 5.924 -2.154 1.190  -0.17
C 6.765 -3.254 1.095  -0.70
C 6.234 -4.536 1.074  -0.48
C 4.859 -4.714 1.136  -0.57
C 4.019 -3.615 1.216  -0.62
C -0.362 0.844 4.040  -0.19
C 0.253 1.742 4.902  -0.17
C -0.527 2.589 5.670  -0.86
C -1.910 2.549 5.560  -0.85
C -2.514 1.681 4.664  0.09
C -1.751 0.819 3.881  -0.29
P -2.473 -0.216 2.531  1.27
C -3.974 0.730 2.108  0.15
C -5.211 0.560 2.727  -0.07
C -6.300 1.326 2.335  -0.69
C -6.161 2.268 1.326  -0.58
C -4.936 2.440 0.698  -0.59
C -3.852 1.665 1.080  -0.55
C -3.158 -1.644 3.447  0.00
C -3.834 -2.614 2.704  -0.35
C -4.362 -3.733 3.323  -0.70
C -4.204 -3.912 4.693  -0.47
C -3.518 -2.966 5.436  -0.74
C -2.998 -1.835 4.816  -0.12
H 0.915 -0.660 5.737  0.53
H 2.866 -1.300 7.089  0.42
H 5.086 -1.545 6.009  0.42
H 5.291 -1.323 3.574  0.46
H 3.959 1.634 2.712  0.29
H 5.087 3.664 1.889  0.42
H 6.061 3.711 -0.379  0.40
H 5.896 1.713 -1.831  0.43
H 4.761 -0.311 -1.022  0.47
H 6.347 -1.157 1.207  0.39
H 7.837 -3.109 1.040  0.40
H 6.890 -5.393 1.001  0.38
H 4.441 -5.712 1.109  0.40
H 2.944 -3.757 1.240  0.39
H 1.332 1.785 4.969  0.56
H -0.055 3.292 6.345  0.42
H -2.519 3.215 6.159  0.44
H -3.590 1.690 4.548  0.46
H -5.328 -0.179 3.511  0.44
H -7.258 1.184 2.819  0.42
H -7.014 2.862 1.022  0.38
H -4.827 3.163 -0.100  0.45
H -2.904 1.784 0.567  0.42
H -3.948 -2.486 1.633  0.51
H -4.893 -4.473 2.738  0.42
H -4.611 -4.791 5.176  0.38
H -3.388 -3.103 6.502  0.41
H -2.474 -1.096 5.409  0.33
C 2.650 3.297 -2.752  -1.04
C 1.360 3.132 -3.512  0.31
C 1.072 3.929 -4.604  -0.60
C -0.134 3.687 -5.274  -0.69
C -0.976 2.704 -4.838  -0.21
C -0.639 1.920 -3.689  0.13
N 0.554 2.164 -3.064  0.03
N -1.407 0.961 -3.176  0.14
Si -2.941 0.383 -3.536  -0.16
C -3.335 -0.932 -2.234  -0.17
C -3.106 -0.459 -5.216  -1.05
C -4.312 1.676 -3.435  -0.63
H 3.196 4.186 -3.068  0.35
H 3.295 2.428 -2.903  0.19
H 2.456 3.368 -1.680  0.22
H 1.756 4.702 -4.925  0.34
H -0.398 4.282 -6.142  0.39
H -1.911 2.502 -5.347  0.24
H -2.618 -1.756 -2.308  -0.23
H -4.339 -1.344 -2.363  0.35
H -3.270 -0.522 -1.221  -0.17
H -2.344 -1.232 -5.336  0.28
H -2.957 0.264 -6.023  0.29
H -4.089 -0.916 -5.356  0.34
H -4.371 2.097 -2.427  -0.08
H -5.291 1.262 -3.689  0.34
H -4.111 2.507 -4.116  0.32
Cl 0.604 -3.203 -2.245  -0.13
C -0.706 -3.996 -1.359  -0.44
Cl -0.861 -3.379 0.297  -0.05
H -0.490 -5.056 -1.307  0.38
H -1.637 -3.799 -1.877  0.24

Properties
charge = 0
highest occupied orbital energy = -0.219 Ha
energy above the lowest of the compared OMol25 structures with the same formula, charge and spin = 0.551 eV
Kohn-Sham gap = 0.2221 Eh

---

The following is a quantum chemistry calculation of a cluster of 2 separate species, C11H8Cl4NO2S2 in total, from the Open Molecules 2025 dataset.

Last column: natural (NBO) charge in e.
Positions of all 28 atoms, in Å:
Cl 3.032 -0.263 -3.137  0.06
C 1.543 0.601 -3.194  -0.09
C 1.546 1.958 -3.215  -0.08
Cl 3.037 2.815 -3.226  0.07
C 0.314 2.715 -3.205  0.44
O 0.318 3.936 -3.221  -0.48
C -0.923 1.966 -3.175  -0.10
Cl -2.402 2.828 -3.018  0.07
C -0.929 0.609 -3.194  -0.09
Cl -2.421 -0.248 -3.178  0.06
C 0.305 -0.148 -3.192  0.45
O 0.301 -1.369 -3.167  -0.49
C -1.142 -2.285 2.587  -0.41
C 0.057 -2.044 3.530  -0.41
C 0.510 -0.600 3.266  -0.22
N -0.084 -0.188 1.972  -0.43
C 0.264 0.962 1.318  -0.10
S 1.299 2.059 2.038  -0.34
S -0.314 1.224 -0.218  -0.32
C -0.997 -1.248 1.461  -0.22
H -1.151 -3.309 2.196  0.21
H -2.090 -2.148 3.122  0.20
H -0.206 -2.198 4.585  0.20
H 0.872 -2.740 3.295  0.20
H 0.164 0.095 4.036  0.20
H 1.598 -0.490 3.203  0.22
H -0.551 -1.688 0.565  0.20
H -1.950 -0.800 1.166  0.21

Properties
charge = -1
highest occupied orbital energy = -0.132 Ha
energy above the lowest of the compared OMol25 structures with the same formula, charge and spin = 0.000 eV
Kohn-Sham gap = 0.1601 Eh